(1)
12
Properties=species:S:1:pos:R:3:nbo_charge:R:1 method="wB97M-V/def2-TZVPD" de_lowest_kcal_mol=61.6 total_charge=+3 s2=3.843 orbital_gap_ev="5.1 / 6.0" e_lumo_ev="-15.6 / -15.2" e_homo_ev="-20.7073 / -21.2802" multiplicity=4
Pr -3.69 -3.83 0.22 1.986
O -1.78 -1.91 0.31 -0.551
O 2.11 -0.12 -0.37 -0.620
C 1.47 1.13 -0.44 -0.091
C -1.47 -0.83 0.87 0.338
C 0.00 0.88 -0.58 -0.162
C -0.73 0.15 0.20 0.375
H -0.69 1.76 -0.78 0.409
H 1.67 1.74 0.46 0.288
H 3.06 0.00 -0.49 0.532
H -1.74 -0.65 1.92 0.237
H 1.80 1.70 -1.32 0.261

(2)
26
Properties=species:S:1:pos:R:3:nbo_charge:R:1 method="wB97M-V/def2-TZVPD" de_lowest_kcal_mol=75.5 orbital_gap_ev=7.2 e_lumo_ev=0.7 e_homo_ev=-6.4960
N -0.30 -2.11 -0.88 -0.932
N 1.84 -0.39 0.54 -0.859
N 2.42 1.14 -1.10 -0.836
C -1.34 -1.88 1.34 -0.899
C -1.43 -1.15 0.07 -0.016
C 1.75 0.96 0.11 0.341
C 0.83 3.30 0.28 -0.634
C -2.76 -1.18 -0.66 -0.637
C 1.04 1.90 0.76 -0.358
H -0.63 -2.48 -1.77 0.387
H 2.29 0.40 -1.77 0.374
H -2.65 -0.91 -1.71 0.196
H 0.68 -1.81 -0.90 0.415
H -3.20 -2.17 -0.61 0.209
H 2.78 -0.74 0.52 0.380
H 0.79 3.37 -0.81 0.193
H 1.36 -0.56 1.42 0.397
H -0.38 -2.74 0.05 0.450
H 0.59 1.62 1.70 0.204
H 2.30 2.05 -1.51 0.382
H -0.12 3.70 0.64 0.219
H 1.61 3.99 0.62 0.209
H -0.79 -1.38 2.14 0.183
H -1.01 -0.14 0.07 0.205
H -2.26 -2.34 1.68 0.195
H -3.43 -0.46 -0.20 0.231

(3)
14
Properties=species:S:1:pos:R:3:nbo_charge:R:1 method="wB97M-V/def2-TZVPD" smiles="C=C1CCC(=O)N1" de_lowest_kcal_mol=32.0 orbital_gap_ev=9.8 e_lumo_ev=0.7 e_homo_ev=-9.0856
O 2.75 -0.85 -0.05 -0.626
N 0.50 -1.16 0.13 -0.582
C 1.09 1.00 -0.06 -0.507
C -0.41 0.97 0.04 -0.439
C 1.56 -0.44 0.07 0.671
C -0.72 -0.43 0.00 0.168
C -1.94 -0.91 -0.03 -0.454
H -1.04 1.61 -0.66 0.247
H 1.42 1.73 0.60 0.232
H -0.43 1.38 1.22 0.219
H 0.59 -2.19 0.09 0.425
H -2.19 -1.95 -0.34 0.208
H 1.47 1.41 -0.98 0.234
H -2.67 -0.18 -0.02 0.203

(4)
50
Properties=species:S:1:pos:R:3:nbo_charge:R:1 method="wB97M-V/def2-TZVPD" orbital_gap_ev=7.1 e_lumo_ev=-0.7 e_homo_ev=-7.7325
Br 0.90 1.16 0.45 0.067
Br -0.55 1.47 -2.50 0.068
Br 1.50 -2.75 1.17 0.129
Br 3.42 -2.08 3.71 0.077
Br 4.71 -2.04 0.73 0.045
Br -1.03 -1.31 -0.92 0.070
N 2.55 2.32 3.10 -0.509
N -0.20 -0.57 4.28 -0.527
N -5.36 3.75 -5.00 -0.505
N 0.61 -2.76 -4.23 -0.503
C 3.05 -1.75 1.81 -0.467
C 1.69 2.99 3.85 -0.060
C 3.13 1.40 3.92 -0.086
C 1.47 2.33 5.07 -0.326
C 1.54 -1.80 -4.17 -0.074
C 0.97 -3.68 -3.26 -0.091
C -0.67 -1.64 5.04 -0.082
C -4.10 1.96 -5.42 -0.298
C -1.40 -2.47 4.19 -0.309
C 0.29 0.21 -1.18 -0.425
C 2.53 -2.07 -3.29 -0.332
C -3.65 2.48 -4.21 -0.317
C -0.74 -0.72 2.99 -0.083
C -4.51 3.51 -3.95 -0.064
C -1.42 -1.93 2.91 -0.304
C 2.24 -3.28 -2.67 -0.296
C 2.52 1.38 5.16 -0.321
C -5.13 2.79 -5.95 -0.089
H -2.89 2.02 -3.59 0.226
H -4.61 4.18 -3.11 0.203
H -5.75 2.76 -6.83 0.210
H -1.88 -2.40 2.05 0.219
H 3.99 0.87 3.55 0.212
H 2.82 0.71 5.95 0.235
H -0.63 -0.01 2.17 0.209
H -6.14 4.40 -5.01 0.415
H 1.17 -0.25 -1.62 0.228
H 0.75 2.57 5.84 0.234
H -3.76 1.10 -5.99 0.216
H 2.85 -0.68 1.77 0.213
H 0.51 0.09 4.54 0.433
H 0.26 -4.46 -3.00 0.207
H 3.43 -1.53 -3.02 0.229
H -1.94 -3.35 4.51 0.216
H 1.10 3.78 3.41 0.209
H 1.40 -0.95 -4.82 0.207
H 2.75 -3.83 -1.89 0.234
H -0.45 -1.63 6.10 0.209
H -0.21 -2.79 -4.82 0.425
H 2.89 2.51 2.17 0.424

(5)
66
Properties=species:S:1:pos:R:3:nbo_charge:R:1 method="wB97M-V/def2-TZVPD" de_lowest_kcal_mol=1.8 orbital_gap_ev="6.9 / 6.9" e_lumo_ev="-1.4 / -1.3" e_homo_ev="-8.2459 / -8.2388"
Os 0.26 1.47 0.17 1.486
S -2.68 1.40 3.61 0.445
Si 2.10 2.63 -2.61 1.905
O 2.63 -3.38 -2.64 -0.640
O -1.57 -0.19 -3.01 -0.556
O 1.63 0.88 1.48 -0.623
O -1.17 0.95 -1.11 -0.635
O 3.49 -0.37 1.70 -0.554
O 1.44 2.21 -1.18 -1.124
N 0.92 -0.34 -0.62 -0.452
N -1.11 0.91 1.64 -0.430
C -1.55 1.88 2.41 0.130
C 0.92 -1.80 -2.45 -0.216
C -1.06 3.21 2.16 -0.176
C 0.36 -0.76 -1.74 0.105
C -2.10 -2.67 1.78 0.005
C -0.19 3.27 1.05 -0.118
C -1.29 -5.01 2.16 -0.596
C 2.68 -1.87 -0.77 -0.278
C 2.47 -0.09 1.13 0.755
C 3.83 1.91 -2.69 -1.139
C -3.23 -1.37 3.50 -0.201
C 2.04 -0.83 -0.13 0.127
C -1.69 -0.31 1.97 0.114
C -2.58 -0.23 3.04 -0.216
C 0.00 5.65 1.48 -0.187
C -0.90 0.03 -2.04 0.754
C -0.90 -3.94 -0.05 -0.605
C -3.21 -4.58 0.60 -0.596
C 2.19 4.49 -2.78 -1.147
C 2.10 -2.36 -1.94 0.344
C -2.99 -2.57 2.87 -0.201
C -0.87 5.56 2.56 -0.219
C -1.40 4.34 2.91 -0.171
C -1.45 -1.54 1.34 -0.174
C 1.06 1.93 -4.00 -1.147
C -1.87 -4.03 1.13 -0.085
C 0.34 4.53 0.74 -0.225
H -3.64 -3.90 -0.13 0.217
H 2.86 4.92 -2.03 0.236
H 3.79 0.81 -2.71 0.226
H -0.76 -1.57 0.52 0.220
H -0.33 -4.64 2.54 0.213
H 0.43 6.61 1.21 0.214
H -3.05 -5.55 0.13 0.210
H 0.02 2.25 -3.92 0.247
H 0.47 -2.16 -3.36 0.257
H 4.36 2.24 -3.58 0.235
H 2.57 4.77 -3.76 0.237
H 1.20 4.94 -2.66 0.238
H -1.12 -5.98 1.71 0.209
H -1.96 -5.14 3.01 0.208
H 1.44 2.26 -4.97 0.238
H -2.07 4.25 3.76 0.211
H -3.50 -3.45 3.23 0.215
H -3.92 -1.32 4.33 0.225
H 3.45 -3.68 -2.22 0.490
H 1.03 4.62 -0.09 0.220
H -3.93 -4.71 1.41 0.207
H -1.28 -3.29 -0.84 0.213
H 3.60 -2.28 -0.36 0.248
H 0.09 -3.58 0.26 0.204
H -0.76 -4.93 -0.49 0.217
H 1.06 0.84 -4.00 0.228
H -1.11 6.44 3.14 0.216
H 4.41 2.21 -1.82 0.240

(6)
23
Properties=species:S:1:pos:R:3:nbo_charge:R:1 method="wB97M-V/def2-TZVPD" smiles="CC/C=C/C=C(/C)O.O" de_lowest_kcal_mol=65.8 orbital_gap_ev=8.7 e_lumo_ev=0.5 e_homo_ev=-8.1994
O 0.31 -1.82 -0.47 -0.738
O 1.38 1.41 -1.94 -0.966
C -1.50 -0.42 -0.95 -0.269
C -0.72 -1.45 -1.32 0.309
C 1.31 1.11 2.85 -0.609
C 0.05 1.53 2.08 -0.440
C -1.39 0.33 0.36 -0.222
C -0.23 0.70 0.89 -0.151
C -0.96 -2.60 -2.25 -0.672
H 2.31 1.21 -2.08 0.481
H -1.72 -2.46 -3.07 0.215
H 0.70 0.53 0.37 0.196
H -2.18 -0.01 -1.68 0.207
H 1.19 -1.48 -0.65 0.486
H 1.09 2.32 -2.12 0.489
H -0.14 -2.85 -2.89 0.215
H 0.22 2.58 1.74 0.202
H 1.56 1.81 3.65 0.209
H -1.44 -3.48 -1.87 0.233
H 2.27 0.91 2.37 0.206
H -0.74 1.74 2.81 0.210
H -2.30 0.29 0.95 0.202
H 0.95 0.12 3.24 0.205

(7)
12
Properties=species:S:1:pos:R:3:nbo_charge:R:1 method="wB97M-V/def2-TZVPD" smiles=N#CCN1CC1 de_lowest_kcal_mol=84.8 orbital_gap_ev=10.0 e_lumo_ev=0.8 e_homo_ev=-9.2035
N -0.26 -2.01 2.40 -0.303
N 0.24 0.26 -0.08 -0.454
C -0.57 0.23 1.08 -0.300
C 0.17 1.01 -1.23 -0.185
C -0.39 -1.03 1.80 0.279
C 0.72 -0.63 -1.03 -0.224
H 0.98 1.66 -1.54 0.187
H -0.84 1.41 -1.51 0.174
H 0.14 -1.22 -1.73 0.176
H -1.64 0.37 0.85 0.214
H 1.67 -1.11 -0.73 0.196
H -0.24 1.06 1.72 0.239